Record 1
# C7H9ClN2O2

A cluster of 3 separate species, C7H9ClN2O2 in total (wB97M-V/def2-TZVPD, OMol25).

Structure (XYZ):
```
21
Properties=species:S:1:pos:R:3
C -1.32056 1.96892 -0.06988
C -1.10411 0.85351 0.83936
C -0.94003 1.97987 -1.37804
C 0.05037 0.21616 0.91794
C 4.48319 0.45083 1.47504
C -0.30486 0.96199 -2.17095
C 0.21323 -0.17590 -1.74824
N 0.56243 -1.36973 -1.53338
N 0.32216 -0.97511 1.59790
O 5.33826 -0.30784 1.47035
O 3.62451 1.24359 1.46783
Cl 3.04959 -1.77841 -0.43591
H -2.21291 2.63582 0.14952
H -1.92584 0.41184 1.32160
H -1.53290 2.77530 -1.99729
H -0.30232 1.01921 -3.24837
H 1.92501 -1.90190 -1.27530
H -0.08458 -2.10442 -1.49038
H 1.09403 -1.49033 1.27062
H 0.93869 0.49576 0.38381
H -0.59240 -1.48141 1.82986
```

Values from the calculation:
ΔE to the lowest compared entry with this formula, charge and spin   119.8 kJ/mol
Charge   0
Total energy   -26997.777 eV
Kohn-Sham gap (alpha / beta)   6.10 / 6.77 eV
HOMO level (alpha / beta)   -5.53 / -8.98 eV
Expectation value of S²   2.021
Multiplicity   3

Atomic partial charges in e from the natural (NBO) method, atoms 1 to 8:
1 C -0.244
2 C -0.291
3 C -0.156
4 C 0.054
5 C 1.032
6 C -0.423
7 C 0.431
8 N -0.724


Record 2
# C7H9ClN2O6Pd

A structure of composition C7H9ClN2O6Pd (wB97M-V/def2-TZVPD, OMol25).

Structure (XYZ):
```
26
Properties=species:S:1:pos:R:3
Pd -0.84943 1.89391 -1.18546
O -2.25428 -1.48707 -2.34681
Cl -2.81433 -0.19688 -2.02200
O -4.25481 -0.25455 -2.14379
O -2.27791 0.81152 -2.90748
O -2.46106 0.16018 -0.66019
C -1.49998 4.77686 -0.33533
O -0.11479 4.62302 -0.18285
C 0.42725 3.30189 -0.57946
O 1.63266 3.30130 -0.44581
H -1.78868 5.70105 0.18168
H -2.05512 3.93168 0.08853
H -1.79869 4.85657 -1.38914
N 0.01727 -0.74866 0.79583
C 0.97174 -1.67951 0.88380
C 0.85043 -2.73608 1.83025
C 1.83352 -3.68746 1.90572
C 2.94024 -3.60878 1.05657
C 2.96936 -2.54387 0.17129
N 2.03788 -1.60599 0.06915
H -0.78174 -0.81248 1.39894
H -0.00432 0.04659 0.14800
H -0.01858 -2.77494 2.47595
H 1.74603 -4.49640 2.62368
H 3.73862 -4.33831 1.08087
H 3.80873 -2.43360 -0.51194
```

Values from the calculation:
ΔE to the lowest compared entry with this formula, charge and spin   145.7 kJ/mol
Charge   -2
Total energy   -38664.721 eV
Kohn-Sham gap   4.15 eV
HOMO level   0.81 eV
Multiplicity   1

Atomic partial charges in e from the natural (NBO) method, atoms 1 to 8:
1 Pd -0.287
2 O -0.871
3 Cl 2.542
4 O -0.883
5 O -0.856
6 O -0.878
7 C -0.263
8 O -0.654


Record 3
# C7H9F2N3O6S2

A cluster of 2 separate species, C7H9F2N3O6S2 in total (wB97M-V/def2-TZVPD, OMol25).

Structure (XYZ):
```
29
Properties=species:S:1:pos:R:3
O -2.07276 -1.06087 3.62807
S -3.27041 -1.49633 2.95007
O -4.38014 -0.69975 3.39456
F -3.51291 -3.07370 3.14982
N -3.13900 -1.34753 1.25790
C -1.69972 -1.68010 0.92876
C -1.55751 -2.27082 -0.50457
S 0.19051 -2.71632 -0.92809
C 1.16343 -1.84194 0.28355
N 1.92113 -2.27086 1.26897
N 2.44836 -1.21197 1.94077
C 1.97551 -0.13686 1.33611
O 1.19599 -0.46172 0.28797
H -3.26083 -0.33668 1.12705
H -1.30041 -2.44729 1.63210
H -1.12722 -0.73973 1.08637
H -2.13161 -3.22880 -0.50709
H -1.92488 -1.60801 -1.31321
H 2.10934 0.93355 1.53722
O -0.33399 1.21809 -2.48870
C 0.60799 1.93063 -2.38370
O 1.04846 2.76860 -3.35992
C 2.10803 3.54210 -2.80002
C 2.57798 2.66627 -1.67369
F 3.04216 3.40593 -0.63614
O 1.39272 2.00865 -1.26778
H 1.71461 4.49856 -2.44926
H 2.88717 3.73143 -3.53642
H 3.32801 1.92549 -1.96072
```

Values from the calculation:
ΔE to the lowest compared entry with this formula, charge and spin   67.4 kJ/mol
Charge   0
Total energy   -51263.405 eV
Kohn-Sham gap   9.96 eV
HOMO level   -9.69 eV
Multiplicity   1

Atomic partial charges in e from the natural (NBO) method, atoms 1 to 8:
1 O -0.896
2 S 2.448
3 O -0.891
4 F -0.455
5 N -0.805
6 C -0.267
7 C -0.518
8 S 0.267


Record 4
# C7H9F2NO2Si

An isolated molecule of C7H9F2NO2Si (wB97M-V/def2-TZVPD, OMol25).

Structure (XYZ):
```
22
Properties=species:S:1:pos:R:3
C 2.20756 -2.58431 -0.25019
C 2.50685 -1.44403 -0.05466
C 2.74715 -0.00899 0.09707
C 1.42394 0.72137 0.35671
C 0.43936 0.56219 -0.80211
Si -1.20909 1.39885 -0.56722
N -2.40831 0.39242 0.33552
C -2.02550 -0.04297 1.59145
O -2.33635 -1.06006 2.12145
F -1.26802 0.87126 2.21372
C -2.96651 -0.64886 -0.44609
O -2.46064 -1.66076 -0.77399
F -4.18745 -0.30697 -0.86306
H 1.83269 -3.56656 -0.40486
H 3.41498 0.10383 0.94890
H 3.24047 0.35464 -0.80194
H 1.01583 0.30917 1.27673
H 1.65356 1.77244 0.51733
H 0.34850 -0.48257 -1.09170
H 0.88637 1.05795 -1.67034
H -1.03772 2.66329 0.16306
H -1.81766 1.59868 -1.89579
```

Values from the calculation:
Charge   0
Total energy   -26302.015 eV
Kohn-Sham gap   10.90 eV
HOMO level   -10.22 eV
Multiplicity   1

Atomic partial charges in e from the natural (NBO) method, atoms 1 to 8:
1 C -0.256
2 C 0.002
3 C -0.478
4 C -0.375
5 C -0.900
6 Si 1.294
7 N -0.884
8 C 0.971


Record 5
# C7H9F3NO

A structure of composition C7H9F3NO (wB97M-V/def2-TZVPD, OMol25).

Structure (XYZ):
```
21
Properties=species:S:1:pos:R:3
C 0.38971 -0.98623 -2.16739
C 0.44300 -1.91215 -1.21798
C -0.21045 0.30382 -2.04893
C -0.51365 0.88744 -0.90273
C -0.01915 -1.65550 0.16838
C -0.00672 -0.17534 0.59712
C 1.50939 1.70350 1.19628
N -1.22287 0.26920 1.44805
O 1.09073 0.29582 1.15791
F -0.52264 0.88277 -3.22291
F -1.23183 1.89590 -0.55437
F -1.39196 -2.01050 0.14174
H 0.68223 -1.33420 -3.22902
H 0.75518 -2.92279 -1.37531
H 0.34035 -2.07862 1.08673
H 1.44562 1.99373 0.12424
H 2.34954 1.60643 1.78989
H 0.69838 2.16287 1.83636
H -1.09569 1.17720 1.82507
H -1.38590 -0.21938 2.37942
H -2.10329 0.11603 0.96744
```

Values from the calculation:
ΔE to the lowest compared entry with this formula, charge and spin   258.6 kJ/mol
Charge   +1
Total energy   -19084.055 eV
Kohn-Sham gap   9.39 eV
HOMO level   -13.15 eV
Multiplicity   1

Atomic partial charges in e from the natural (NBO) method, atoms 1 to 8:
1 C -0.205
2 C -0.192
3 C 0.262
4 C 0.296
5 C 0.123
6 C 0.440
7 C -0.222
8 N -0.734


Record 6
# C7H9FO

An isolated molecule of C7H9FO (wB97M-V/def2-TZVPD, OMol25).

Structure (XYZ):
```
18
Properties=species:S:1:pos:R:3
C 3.03227 -0.43514 0.42910
O 2.23772 0.62678 0.07347
C 0.96332 0.41644 -0.05598
C -0.06769 -0.76688 -0.01498
F 0.23338 -2.02965 -0.34890
C -1.35890 -0.08355 -0.52018
C -2.57122 -0.59573 0.39150
C -1.13039 1.36401 -0.45892
C 0.18966 1.53542 -0.35075
H 3.93109 -0.37413 -0.09650
H 2.45490 -1.39748 0.07451
H 3.01159 -0.50346 1.49712
H -1.27402 -0.38216 -1.54651
H -2.71549 0.26280 1.19644
H -2.21416 -1.48745 0.87104
H -3.44007 -0.71379 -0.25671
H -1.95911 2.07828 -0.53533
H 0.67712 2.48571 -0.34841
```

Values from the calculation:
ΔE to the lowest compared entry with this formula, charge and spin   337.5 kJ/mol
Charge   0
Total energy   -12165.946 eV
Kohn-Sham gap   8.04 eV
HOMO level   -7.42 eV
Multiplicity   1

Atomic partial charges in e from the natural (NBO) method, atoms 1 to 8:
1 C -0.246
2 O -0.475
3 C 0.255
4 C 0.257
5 F -0.339
6 C -0.338
7 C -0.596
8 C -0.155


Record 7
# C7H9I2NO2

A cluster of 2 separate species, C7H9I2NO2 in total (wB97M-V/def2-TZVPD, OMol25).

Structure (XYZ):
```
21
Properties=species:S:1:pos:R:3
C 1.59979 1.20579 -0.06749
C 1.87856 0.03751 -0.72862
C 0.23410 1.27076 0.18114
C 0.57327 -0.52520 -0.87862
C 3.29813 -0.47411 -1.01502
C -2.73937 -0.09964 1.78775
C -2.56852 -0.82483 0.48087
N -0.43102 0.18878 -0.31508
O -0.40469 2.30742 0.67638
O 0.33133 -1.62024 -1.55904
I -2.58163 -2.88680 0.35658
I -3.44632 -0.01257 -1.28738
H 2.24344 1.90383 0.22925
H 3.44104 -1.28546 -0.26261
H 3.30660 -1.00027 -2.02542
H 4.07037 0.30739 -1.00595
H -3.21640 -0.92669 2.54031
H -3.37393 0.77001 1.80633
H -1.73009 0.23255 2.20109
H 0.15129 3.14280 0.60924
H -0.63595 -1.71101 -1.72374
```

Values from the calculation:
ΔE to the lowest compared entry with this formula, charge and spin   317.1 kJ/mol
Charge   0
Total energy   -29187.459 eV
Kohn-Sham gap (alpha / beta)   7.67 / 6.56 eV
HOMO level (alpha / beta)   -7.59 / -7.30 eV
Multiplicity   1

Atomic partial charges in e from the natural (NBO) method, atoms 1 to 8:
1 C -0.367
2 C -0.058
3 C 0.535
4 C 0.536
5 C -0.640
6 C -0.759
7 C -0.318
8 N -0.591


Record 8
# C7H9IO

An isolated molecule of C7H9IO (wB97M-V/def2-TZVPD, OMol25).

Structure (XYZ):
```
18
Properties=species:S:1:pos:R:3
O 1.40785 2.36230 -0.37472
C 0.74785 1.36475 -0.16052
C -0.67464 1.35909 0.41461
C -1.00433 -0.09767 0.62231
C -0.96455 -0.76664 -0.81606
C 0.47514 -0.87626 -1.20996
C 1.14842 -0.09263 -0.04589
I 3.20273 -0.43732 0.09859
C 0.25805 -0.56228 1.30360
H -0.63097 2.06000 1.37423
H -1.43265 1.85642 -0.11370
H -1.96375 -0.32573 1.19037
H -1.37516 0.09597 -1.46649
H -1.58283 -1.68919 -1.08411
H 0.76581 -1.96337 -1.12401
H 0.61225 -0.50847 -2.13447
H 0.59816 -0.19795 2.26840
H 0.41265 -1.58101 1.25782
```

Values from the calculation:
ΔE to the lowest compared entry with this formula, charge and spin   118.1 kJ/mol
Charge   0
Total energy   -17551.727 eV
Kohn-Sham gap   9.82 eV
HOMO level   -9.30 eV
Multiplicity   1

Atomic partial charges in e from the natural (NBO) method, atoms 1 to 8:
1 O -0.513
2 C 0.551
3 C -0.527
4 C -0.242
5 C -0.401
6 C -0.434
7 C -0.235
8 I 0.156


Record 9
# C7H9IOS

A cluster of 2 separate species, C7H9IOS in total (wB97M-V/def2-TZVPD, OMol25).

Structure (XYZ):
```
19
Properties=species:S:1:pos:R:3
C -2.78715 -0.50102 2.03332
C -2.20402 0.28652 1.05251
C -1.83869 -1.18003 2.78618
C -0.84498 0.25303 0.95078
C 2.80051 0.37277 -2.08210
C 0.72191 -0.52474 -1.55379
C 0.22451 0.89690 0.21636
O 1.41550 0.18926 -2.41199
S -0.25037 -0.89863 2.17908
I -0.14461 2.67651 -0.89270
H -3.83920 -0.77416 2.00301
H -2.84221 1.05790 0.62095
H -1.90176 -1.96015 3.50769
H 3.27192 -0.59121 -2.13096
H 2.90928 0.81049 -0.98670
H 3.15903 1.12872 -2.89468
H 1.12310 -1.35599 -1.01362
H -0.26434 -0.87116 -1.91923
H 1.29156 0.98498 0.53588
```

Values from the calculation:
ΔE to the lowest compared entry with this formula, charge and spin   63.8 kJ/mol
Charge   0
Total energy   -28384.409 eV
Kohn-Sham gap (alpha / beta)   7.70 / 7.70 eV
HOMO level (alpha / beta)   -7.32 / -7.32 eV
Multiplicity   1

Atomic partial charges in e from the natural (NBO) method, atoms 1 to 8:
1 C -0.249
2 C -0.282
3 C -0.408
4 C -0.251
5 C -0.263
6 C 0.057
7 C -0.462
8 O -0.497


Record 10
# C7H9MnNO2

A structure of composition C7H9MnNO2 (wB97M-V/def2-TZVPD, OMol25).

Structure (XYZ):
```
20
Properties=species:S:1:pos:R:3
Mn -0.73631 -1.49686 -0.80766
C -0.91182 -2.39435 -2.63901
H -1.06278 -1.66209 -3.45067
H -0.10223 -3.13019 -2.77812
H -1.85516 -2.88681 -2.33398
H -2.23208 -1.78150 0.18825
H -1.76950 -1.81895 0.77371
O 2.96420 0.35029 -1.17973
C 1.83391 -0.04421 -0.87442
O 1.20427 -1.06536 -1.35405
C 1.07952 0.72270 0.18576
C 1.57615 1.83671 0.86816
C 0.78351 2.42660 1.86535
C -0.46726 1.87340 2.14587
C -0.89431 0.77041 1.42269
N -0.15061 0.22892 0.43908
H 2.56348 2.20261 0.59084
H 1.13762 3.30595 2.40598
H -1.11709 2.28676 2.92108
H -1.84350 0.27597 1.61086
```

Values from the calculation:
ΔE to the lowest compared entry with this formula, charge and spin   152.7 kJ/mol
Charge   0
Total energy   -44308.373 eV
Kohn-Sham gap (alpha / beta)   7.17 / 7.84 eV
HOMO level (alpha / beta)   -7.42 / -8.50 eV
Expectation value of S²   8.770
Multiplicity   6

Atomic partial charges in e from the natural (NBO) method, atoms 1 to 8:
1 Mn 1.394
2 C -1.228
3 H 0.225
4 H 0.230
5 H 0.175
6 H 0.010
7 H 0.009
8 O -0.629


Record 11
# C7H9N

An isolated molecule of C7H9N (wB97M-V/def2-TZVPD, OMol25).

Structure (XYZ):
```
17
Properties=species:S:1:pos:R:3
C 1.63718 2.35683 -0.67492
N 1.04909 1.02117 -1.11937
C 0.29198 0.24642 -0.37775
C 0.05889 -1.15237 -0.85241
C -0.75591 -2.03436 -0.09070
C -1.40151 -1.55933 1.04936
C -1.12565 -0.21541 1.46589
C -0.32215 0.59753 0.80697
H 2.23650 2.68767 -1.28888
H 0.81348 3.01599 -0.36270
H 2.15000 2.36158 0.42591
H 1.57265 0.49104 -1.85095
H 0.46145 -1.44526 -1.99000
H -0.99907 -2.90342 -0.44685
H -2.09608 -2.24106 1.73429
H -1.58743 -0.10797 2.52113
H -0.19211 1.55735 1.13509
```

Values from the calculation:
ΔE to the lowest compared entry with this formula, charge and spin   284.1 kJ/mol
Charge   0
Total energy   -8892.212 eV
Kohn-Sham gap   8.38 eV
HOMO level   -7.43 eV
Multiplicity   1

Atomic partial charges in e from the natural (NBO) method, atoms 1 to 8:
1 C -0.362
2 N -0.576
3 C 0.198
4 C -0.266
5 C -0.201
6 C -0.266
7 C -0.176
8 C -0.321


Record 12
# C7H9N

An isolated molecule of C7H9N (wB97M-V/def2-TZVPD, OMol25).

Structure (XYZ):
```
17
Properties=species:S:1:pos:R:3
C 0.22365 1.68739 0.64581
C 1.45183 1.35060 0.62467
C 1.42374 -0.08325 0.28641
C 0.53800 -1.21547 -0.49661
C -1.01304 -1.05544 -1.27890
C -1.85811 -0.38221 -0.20149
C -0.65404 0.55941 0.21638
N 0.19428 -0.54420 0.67466
H -0.04812 2.55909 0.86043
H 2.47179 1.71903 0.59039
H 2.32557 -0.73633 0.35987
H 0.87370 -2.31966 -0.36223
H -1.32662 -2.08589 -1.81137
H -1.26840 0.00415 -1.92092
H -2.64954 -0.01953 -1.00674
H -2.15565 -1.21343 0.65623
H -0.25481 0.73581 -0.86582
```

Values from the calculation:
ΔE to the lowest compared entry with this formula, charge and spin   972.0 kJ/mol
Charge   0
Total energy   -8885.083 eV
Kohn-Sham gap   8.65 eV
HOMO level   -7.66 eV
Multiplicity   1

Atomic partial charges in e from the natural (NBO) method, atoms 1 to 8:
1 C -0.104
2 C -0.257
3 C -0.077
4 C -0.070
5 C -0.413
6 C -0.428
7 C -0.145
8 N -0.465